No. 1
Density functional theory data (ωB97M-V/def2-TZVPD) for one molecule with the formula C4H10N2O in a non-equilibrium geometry.

Results
SMILES ... CN(C)CC(N)=O
2S+1 ... 1
E_LUMO ... 0.8 eV
E_HOMO ... -8.81 eV
M ... 102.1 g/mol
Orbital gap ... 9.7 eV
Total charge ... 0
DFT total energy ... -9337.5325 eV

Each line ends with the Löwdin charge.
Geometry (Å):
C (0.224, -0.641, -2.351)  -0.12
N (0.102, 0.209, -1.164)  -0.24
C (1.091, 1.320, -1.140)  -0.07
C (0.251, -0.631, 0.017)  -0.17
C (-0.508, -0.079, 1.227)  -0.51
N (-0.373, -0.868, 2.355)  0.14
O (-1.163, 0.936, 1.253)  0.07
H (-0.302, -1.579, -2.204)  0.07
H (1.256, -0.924, -2.627)  0.09
H (-0.260, -0.226, -3.230)  0.08
H (1.464, 1.609, -2.120)  0.08
H (0.558, 2.131, -0.644)  0.08
H (1.920, 1.012, -0.517)  0.07
H (-0.173, -1.616, -0.215)  0.12
H (1.265, -0.898, 0.346)  0.13
H (-1.166, -0.827, 2.961)  0.10
H (-0.040, -1.798, 2.172)  0.09

Cartesian forces (eV/Å) of the 2 atoms listed first:
0.154 -0.220 -0.244
1.047 -0.931 -0.429



No. 2
Density functional theory data (ωB97M-V/def2-TZVPD) for a 2-piece molecular cluster, C27H50B2BrO12S2 overall.

Results
2S+1 ... 1
E_LUMO ... 1.9 eV
E_HOMO ... -5.01 eV
M ... 732.3 g/mol
Orbital gap ... 6.9 eV
Total charge ... -1
DFT total energy ... -146452.1051 eV

Each line ends with the Löwdin charge.
Geometry (Å):
C (-2.869, -0.869, 4.427)  -0.11
C (-1.935, 0.167, 3.755)  -0.24
C (-2.650, 1.155, 2.813)  -0.25
C (-3.170, 2.339, 3.653)  -0.08
B (-1.752, 1.611, 1.516)  -0.73
C (-0.579, 2.761, 1.757)  0.06
B (0.733, 2.200, 2.354)  -0.62
O (1.930, 2.274, 1.595)  0.04
O (0.823, 1.621, 3.617)  0.14
O (-1.136, 0.432, 0.821)  0.01
C (-1.888, 0.054, -0.294)  -0.30
C (-2.791, -1.199, -0.089)  -0.10
C (-2.359, -2.109, 1.071)  -0.16
C (-1.710, -3.454, 0.678)  -0.16
C (-0.261, -3.581, 1.119)  -0.19
O (0.617, -2.665, 0.457)  0.00
C (0.866, -2.816, -0.866)  -0.53
C (0.808, -4.217, -1.436)  0.00
O (1.223, -1.868, -1.510)  0.12
C (-2.666, 1.363, -0.688)  -0.62
C (-4.088, 1.183, -1.228)  -0.18
C (-4.200, 0.284, -2.475)  -0.32
C (-4.906, 1.019, -3.592)  -0.61
Br (-5.133, -0.129, -5.175)  0.55
S (-1.656, 2.164, -2.095)  1.01
C (-1.573, 3.821, -1.418)  -0.38
C (-0.190, 4.401, -1.442)  -0.54
O (0.752, 4.048, -2.093)  0.12
O (-0.144, 5.464, -0.592)  -0.01
C (0.945, 6.362, -0.709)  -0.12
C (2.149, 5.986, 0.147)  -0.33
C (2.781, 7.231, 0.766)  -0.03
O (3.176, 5.363, -0.647)  -0.01
C (3.597, 4.096, -0.312)  -0.53
O (3.546, 3.187, -1.080)  0.14
C (4.214, 4.053, 1.078)  -0.47
S (4.817, 2.442, 1.614)  0.75
O (-2.707, 2.134, 0.439)  -0.03
H (-3.887, -0.808, 4.028)  0.06
H (-2.923, -0.735, 5.512)  0.06
H (-2.515, -1.893, 4.261)  0.05
H (-1.431, 0.732, 4.545)  0.10
H (-1.141, -0.364, 3.225)  0.08
H (-3.550, 0.654, 2.417)  0.12
H (-2.394, 3.097, 3.796)  0.06
H (-4.062, 2.796, 3.212)  0.07
H (-3.464, 2.003, 4.658)  0.07
H (-0.304, 3.113, 0.758)  0.08
H (-0.983, 3.628, 2.296)  0.10
H (2.190, 1.442, 1.184)  0.10
H (1.386, 0.841, 3.598)  0.10
H (-1.188, -0.175, -1.108)  0.12
H (-2.765, -1.781, -1.019)  0.11
H (-3.832, -0.913, 0.065)  0.10
H (-3.241, -2.332, 1.678)  0.11
H (-1.679, -1.552, 1.714)  0.09
H (-2.246, -4.272, 1.173)  0.11
H (-1.790, -3.606, -0.405)  0.10
H (0.116, -4.606, 1.031)  0.11
H (-0.205, -3.301, 2.174)  0.13
H (0.936, -4.127, -2.513)  0.09
H (-0.124, -4.742, -1.237)  0.08
H (1.636, -4.802, -1.028)  0.09
H (-4.724, 0.804, -0.423)  0.11
H (-4.455, 2.187, -1.469)  0.11
H (-3.230, -0.078, -2.825)  0.10
H (-4.786, -0.608, -2.233)  0.10
H (-5.920, 1.302, -3.317)  0.06
H (-4.332, 1.873, -3.947)  0.05
H (-1.964, 3.797, -0.398)  0.09
H (-2.202, 4.516, -1.989)  0.09
H (0.545, 7.304, -0.325)  0.13
H (1.252, 6.521, -1.747)  0.14
H (1.803, 5.308, 0.936)  0.15
H (3.269, 7.801, -0.031)  0.09
H (2.045, 7.857, 1.272)  0.08
H (3.569, 6.944, 1.465)  0.07
H (3.493, 4.444, 1.797)  0.07
H (5.090, 4.707, 1.073)  0.08
H (3.616, 1.910, 1.874)  -0.16
O (1.655, -6.961, -2.984)  0.11
C (2.821, -7.238, -3.009)  -0.52
O (3.530, -7.121, -1.863)  -0.01
C (4.882, -7.574, -1.734)  -0.24
C (5.880, -6.521, -2.169)  -0.06
C (3.530, -7.621, -4.286)  0.01
H (5.025, -8.517, -2.263)  0.11
H (4.995, -7.784, -0.671)  0.12
H (5.781, -6.288, -3.229)  0.07
H (6.897, -6.870, -1.988)  0.08
H (5.721, -5.601, -1.608)  0.09
H (3.893, -6.709, -4.762)  0.10
H (2.802, -8.086, -4.944)  0.09
H (4.366, -8.302, -4.150)  0.07

Cartesian forces (eV/Å) of the 2 atoms listed first:
0.126 -0.002 0.050
-0.092 -0.118 0.138



No. 3
Density functional theory data (ωB97M-V/def2-TZVPD) for C5H23B2ClN3NiO2 as an isolated structure in a non-equilibrium geometry.

Results
2S+1 ... 3
E_LUMO (alpha / beta) ... 3.0 / 2.9 eV
E_HOMO (alpha / beta) ... -3.16 / -4.76 eV
M ... 273.0 g/mol
Orbital gap (alpha / beta) ... 6.1 / 7.7 eV
Total charge ... -1
DFT total energy ... -69020.3094 eV

Each line ends with the Löwdin charge.
Geometry (Å):
Ni (-0.390, -2.378, 1.469)  0.26
B (0.809, -2.384, 2.485)  -0.57
H (-0.127, -2.156, 2.971)  0.00
H (0.936, -2.071, 1.460)  -0.08
H (1.545, -2.029, 3.190)  0.03
H (0.946, -3.453, 2.525)  0.04
B (-1.604, -1.541, 1.995)  -0.64
H (-1.864, -2.246, 2.770)  0.03
H (-1.639, -2.104, 1.075)  -0.04
H (-2.321, -0.742, 1.884)  0.04
H (-0.645, -1.173, 2.324)  0.03
Cl (0.006, -1.395, 0.126)  0.77
C (-0.728, 1.419, 0.614)  -0.08
C (0.514, 1.211, -0.227)  -0.43
C (1.259, 2.408, -0.919)  -0.21
O (2.620, 2.113, -1.059)  -0.20
C (3.151, 2.686, -2.396)  -0.02
N (1.397, 0.472, 0.653)  -0.02
H (-1.625, 1.620, 0.028)  0.05
H (-0.515, 2.263, 1.270)  0.10
H (-1.071, 0.533, 1.148)  0.04
H (0.216, 0.515, -1.010)  0.09
H (1.171, 3.336, -0.354)  0.11
H (0.689, 2.642, -1.819)  0.12
H (2.770, 2.138, -3.257)  0.07
H (4.237, 2.590, -2.398)  0.07
H (2.791, 3.707, -2.518)  0.07
H (1.114, -0.459, 0.382)  -0.18
H (2.302, 0.668, 0.250)  0.06
C (-2.344, -0.551, -1.945)  -0.76
O (-3.192, -0.134, -2.710)  0.00
N (-1.757, 0.113, -1.030)  0.04
N (-1.843, -1.803, -1.943)  0.12
H (-2.063, 1.040, -0.769)  0.07
H (-1.041, -0.293, -0.445)  -0.11
H (-1.457, -2.229, -1.112)  0.02
H (-2.246, -2.330, -2.705)  0.10

Cartesian forces (eV/Å) of the 2 atoms listed first:
-1.762 -16.357 0.023
10.397 -1.480 8.934



No. 4
Density functional theory data (ωB97M-V/def2-TZVPD) for C23H51F6N7O4S2Si4TeZr as an isolated structure.

Results
2S+1 ... 1
E_LUMO ... -4.9 eV
E_HOMO ... -13.37 eV
M ... 999.0 g/mol
Orbital gap ... 8.5 eV
Total charge ... +2
DFT total energy ... -121352.8636 eV

Each line ends with the Löwdin charge.
Geometry (Å):
Zr (1.108, 0.063, -0.788)  1.45
F (-1.993, 4.848, 0.747)  0.16
C (-1.366, 4.402, -0.331)  -0.73
F (-2.219, 4.248, -1.325)  0.16
F (-0.397, 5.243, -0.687)  0.15
S (-0.498, 2.822, 0.162)  1.05
O (1.043, 0.811, 0.829)  -0.73
O (-1.738, 1.964, 0.530)  -0.60
N (0.073, 2.267, -1.227)  -0.47
S (-0.467, 1.942, -2.698)  0.64
O (-0.440, 3.003, -3.635)  -0.20
O (0.292, 0.706, -2.960)  -0.41
C (-2.206, 1.261, -2.669)  -0.67
F (-2.446, 0.795, -3.880)  0.19
F (-2.256, 0.258, -1.785)  0.08
F (-3.106, 2.164, -2.347)  0.18
C (3.436, -4.124, 0.855)  -0.01
N (2.817, -4.097, -0.467)  -0.05
C (2.110, -5.314, -0.887)  -0.09
C (1.323, -4.841, -2.096)  -0.10
N (1.245, -3.398, -1.871)  -0.08
C (0.814, -2.569, -2.971)  -0.03
C (2.202, -3.013, -0.989)  -0.38
N (2.445, -1.741, -0.724)  -0.08
C (3.841, -1.355, -0.439)  -0.19
C (3.910, 0.157, -0.262)  -0.23
N (3.106, 0.787, -1.329)  -0.09
C (3.446, 1.994, -1.794)  -0.36
N (3.228, 2.366, -3.064)  -0.07
C (3.024, 1.464, -4.182)  -0.02
C (3.689, 3.733, -3.303)  -0.07
C (4.275, 4.151, -1.944)  -0.07
N (4.018, 2.984, -1.094)  -0.06
C (3.920, 3.123, 0.352)  0.00
H (3.287, -5.119, 1.269)  0.10
H (2.962, -3.401, 1.521)  0.10
H (4.507, -3.942, 0.806)  0.10
H (1.450, -5.646, -0.081)  0.13
H (2.810, -6.113, -1.121)  0.14
H (0.334, -5.290, -2.175)  0.12
H (1.868, -5.026, -3.027)  0.14
H (0.888, -3.126, -3.907)  0.11
H (1.481, -1.714, -3.082)  0.07
H (-0.213, -2.230, -2.849)  0.08
H (4.468, -1.671, -1.279)  0.14
H (4.232, -1.807, 0.470)  0.10
H (4.948, 0.490, -0.293)  0.14
H (3.519, 0.401, 0.732)  0.09
H (2.914, 0.451, -3.806)  0.07
H (3.885, 1.509, -4.852)  0.10
H (2.129, 1.740, -4.737)  0.09
H (2.863, 4.367, -3.625)  0.13
H (4.443, 3.729, -4.091)  0.13
H (3.769, 5.022, -1.529)  0.13
H (5.342, 4.367, -1.995)  0.13
H (3.670, 4.158, 0.584)  0.10
H (4.858, 2.878, 0.850)  0.10
H (3.125, 2.485, 0.732)  0.07
C (-5.120, 0.342, 0.588)  -0.19
Si (-4.211, 0.908, 2.127)  0.42
C (-4.738, -0.017, 3.660)  -0.19
C (-4.435, 2.752, 2.358)  -0.20
Si (-1.871, 0.693, 1.827)  0.30
Te (-1.020, -1.518, 0.896)  0.81
Si (-2.931, -2.999, 0.038)  0.25
C (-3.570, -2.488, -1.633)  -0.20
C (-4.270, -3.015, 1.321)  -0.20
C (-2.023, -4.625, -0.036)  -0.23
Si (-0.424, 1.235, 3.635)  0.40
C (0.315, 2.933, 3.362)  -0.21
C (0.889, -0.071, 3.837)  -0.22
C (-1.548, 1.261, 5.130)  -0.21
H (-5.967, 1.007, 0.405)  0.05
H (-5.517, -0.671, 0.696)  0.01
H (-4.487, 0.368, -0.298)  0.01
H (-5.829, -0.013, 3.725)  0.05
H (-4.357, 0.472, 4.556)  0.02
H (-4.409, -1.057, 3.676)  0.02
H (-5.473, 2.953, 2.635)  0.05
H (-4.229, 3.300, 1.437)  0.03
H (-3.803, 3.158, 3.149)  0.03
H (-4.170, -1.581, -1.573)  0.02
H (-4.215, -3.287, -2.010)  0.05
H (-2.781, -2.327, -2.364)  0.02
H (-4.799, -2.063, 1.377)  -0.02
H (-3.882, -3.259, 2.311)  0.04
H (-5.001, -3.782, 1.048)  0.06
H (-1.123, -4.542, -0.649)  -0.01
H (-2.666, -5.396, -0.469)  0.05
H (-1.727, -4.952, 0.962)  0.04
H (1.073, 2.913, 2.578)  0.00
H (0.797, 3.249, 4.291)  0.05
H (-0.435, 3.689, 3.119)  0.03
H (1.488, -0.167, 2.931)  0.00
H (0.453, -1.042, 4.078)  0.03
H (1.546, 0.212, 4.664)  0.05
H (-2.334, 2.013, 5.049)  0.03
H (-0.954, 1.502, 6.016)  0.05
H (-2.015, 0.291, 5.307)  0.03

Cartesian forces (eV/Å) of the 2 atoms listed first:
-0.149 0.333 0.022
0.071 0.004 -0.104



No. 5
Density functional theory data (ωB97M-V/def2-TZVPD) for a 2-piece molecular cluster, O4S2 overall in a non-equilibrium geometry.

Results
2S+1 ... 1
E_LUMO ... -1.8 eV
E_HOMO ... -11.59 eV
M ... 128.1 g/mol
Orbital gap ... 9.8 eV
Total charge ... 0
DFT total energy ... -29859.1573 eV

Each line ends with the Löwdin charge.
Geometry (Å):
O (1.041, -0.330, 0.154)  -0.51
O (-1.500, -1.690, -0.043)  -0.41
O (1.923, 1.515, -1.168)  -0.38
O (-1.326, 0.537, 0.891)  -0.51
S (0.760, 0.811, -0.710)  0.96
S (-1.036, -0.876, 1.043)  0.86

Cartesian forces (eV/Å) of the 2 atoms listed first:
0.552 0.818 -0.935
0.158 -0.231 0.283



No. 6
Density functional theory data (ωB97M-V/def2-TZVPD) for C15H31BF4P2V as an isolated structure in a non-equilibrium geometry.

Results
2S+1 ... 2
E_LUMO (alpha / beta) ... -9.9 / -9.6 eV
E_HOMO (alpha / beta) ... -14.36 / -14.02 eV
M ... 411.1 g/mol
Orbital gap (alpha / beta) ... 4.5 / 4.4 eV
Total charge ... +2
DFT total energy ... -71849.1071 eV

Each line ends with the Löwdin charge.
Geometry (Å):
P (0.306, -1.854, -0.947)  0.82
P (-0.024, 1.737, -1.579)  1.07
C (-0.338, -0.977, -2.415)  -0.32
C (0.436, 0.303, -2.732)  -0.25
H (-1.386, -0.736, -2.225)  0.09
H (-0.356, -1.663, -3.272)  0.12
H (1.512, 0.105, -2.713)  0.08
H (0.225, 0.627, -3.757)  0.12
C (-1.121, 2.700, -2.638)  -0.17
H (-1.522, 3.546, -2.086)  0.07
H (-1.933, 2.074, -2.997)  0.07
H (-0.564, 3.052, -3.507)  0.07
C (1.570, 2.664, -2.002)  -0.16
H (1.437, 3.097, -3.005)  0.07
H (2.443, 1.994, -2.008)  0.06
H (1.747, 3.479, -1.296)  0.06
C (-0.646, -3.380, -0.910)  -0.19
H (-0.228, -4.115, -0.199)  0.07
H (-0.503, -3.768, -1.930)  0.11
H (-1.720, -3.205, -0.776)  0.09
C (2.032, -2.227, -1.351)  -0.13
H (2.651, -1.317, -1.353)  0.07
H (2.077, -2.685, -2.351)  0.09
H (2.429, -2.941, -0.615)  0.07
V (-0.387, -2.365, 1.231)  0.78
C (-0.202, 2.644, 0.167)  -0.28
C (-1.552, 2.812, 0.644)  0.10
C (-2.569, 1.801, 0.682)  -0.12
C (-2.046, 0.491, 1.380)  -0.16
C (-1.214, -0.254, 0.475)  -0.28
C (0.277, -0.361, 0.339)  -0.44
C (1.362, 0.695, 0.599)  -0.19
C (0.765, 1.941, 1.149)  -0.13
C (1.066, -3.645, 2.093)  -0.16
H (0.219, 3.636, -0.091)  0.14
H (-1.748, 3.756, 1.217)  0.19
H (-2.905, 1.617, -0.384)  0.17
H (-3.414, 2.207, 1.254)  0.14
H (-1.539, 0.665, 2.356)  0.12
H (-2.942, -0.121, 1.652)  0.16
H (-1.791, -1.093, 0.046)  0.08
H (0.706, -1.076, 1.185)  0.06
H (1.968, 0.826, -0.323)  0.09
H (2.023, 0.260, 1.371)  0.15
H (0.325, 1.701, 2.132)  0.14
H (1.579, 2.647, 1.364)  0.15
H (2.068, -3.357, 1.718)  0.01
H (0.775, -4.666, 1.725)  0.02
H (1.079, -3.678, 3.209)  0.04
F (-1.185, -1.470, 3.743)  0.04
B (-0.097, -0.697, 4.352)  -1.11
F (0.281, -1.240, 5.577)  0.15
F (1.004, -0.881, 3.435)  0.05
F (-0.433, 0.697, 4.369)  0.08

Cartesian forces (eV/Å) of the 2 atoms listed first:
2.078 3.429 0.074
2.572 3.177 -1.730